(1)
Formula: C5H40N3O13
Source: OMol25
Level of theory: ωB97M-V/def2-TZVPD

Computed properties:
* energy above the lowest of the compared OMol25 structures with the same formula, charge and spin: 0.2581 eV
* F_max: 3.11 eV/A
* total charge: +1
* orbital gap: 10.39 eV

Atoms and positions in Å:
C1 -0.9953 1.2272 3.7031
C2 -2.0253 0.0481 3.5504
C3 -2.6472 0.1668 2.1334
C4 -2.1327 -1.0275 1.2853
N1 -0.7776 -0.6520 0.5980
C5 0.2037 -1.5278 0.3094
N2 1.4110 -0.9321 0.0171
N3 -0.0196 -2.8104 0.0491
H1 -0.7204 1.5859 2.6928
H2 -0.1223 0.9881 4.3618
H3 -1.5139 2.0052 4.2488
H4 -2.7374 0.0471 4.3661
H5 -1.4407 -0.8956 3.7007
H6 -3.7268 0.0727 1.9906
H7 -2.4778 1.1305 1.6739
H8 -2.6335 -1.1400 0.3418
H9 -2.0081 -1.9856 1.8257
H10 -0.5766 0.2869 0.8430
H11 1.5959 0.0013 0.3106
H12 2.2267 -1.5150 0.0073
H13 -0.9667 -3.0649 -0.2787
H14 0.8978 -3.3364 -0.4025
H15 3.6735 3.5756 1.2188
H16 2.5907 2.6745 0.5601
O1 3.5287 2.7100 0.8008
H17 -0.1553 0.8742 -2.0803
H18 1.1023 0.0324 -1.8347
O2 0.7899 0.7970 -2.3771
H19 -1.1599 4.5592 -1.8166
H20 -0.1662 4.1323 -0.7355
O3 -1.1701 4.2853 -0.8765
H21 -0.6255 -2.9453 -2.7518
H22 -0.4316 -4.3825 -3.4040
O4 -0.8270 -3.8809 -2.6933
H23 5.4469 -0.1689 1.4432
H24 4.7313 1.0515 0.7426
O5 4.7074 0.0762 0.8841
H25 -2.0501 0.9959 -1.1462
H26 -1.5891 2.7279 -1.1386
O6 -1.4439 1.7545 -1.3116
H27 -3.0398 -4.0467 -0.7207
H28 -3.4760 -2.8989 0.1139
O7 -2.8334 -3.1106 -0.5729
H29 2.6492 -4.2747 -0.5000
H30 2.3485 -3.5918 -1.9322
O8 2.1368 -3.6258 -0.9967
H31 -3.8960 0.8756 -1.8036
H32 -3.1689 -0.2471 -2.5226
O9 -3.3592 0.0795 -1.6349
H33 1.4005 -1.2976 3.7297
H34 1.7281 0.1409 3.1869
O10 1.4030 -0.7301 2.9592
H35 1.2245 -1.7751 -4.5382
H36 0.8449 -0.7613 -3.4954
O11 0.9041 -1.7302 -3.6285
H37 0.2292 2.4137 -0.3419
H38 1.4539 3.3186 -0.8546
O12 0.9411 3.0748 0.0020
H39 2.9847 3.5539 -2.1432
H40 1.6923 3.2343 -2.8767
O13 2.0675 3.8579 -2.2409

Cartesian forces (eV/Å) of the 2 atoms listed first:
C -0.384 -0.595 0.792
C 1.416 0.420 -0.131

These are the Mulliken partial charges, in e, on atoms 1 to 4: -0.743 -0.382 -1.356 -0.813


(2)
Formula: C5H40NO15
Source: OMol25
Level of theory: ωB97M-V/def2-TZVPD

Computed properties:
* energy above the lowest of the compared OMol25 structures with the same formula, charge and spin: 2.5752 eV
* F_max: 2.16 eV/A
* total charge: -1
* orbital gap: 8.31 eV

Atoms and positions in Å:
C1 -1.2917 -0.8752 -0.6353
N1 -0.3136 -1.6771 -1.4032
C2 1.0037 -2.0137 -0.7976
C3 1.6293 -0.7785 -0.1522
C4 1.5952 0.4661 -1.0449
O1 1.8219 1.6620 -0.3329
C5 -2.5570 -1.6741 -0.2304
H1 -0.8175 -0.3511 0.2141
H2 -1.6528 -0.0602 -1.2652
H3 -0.8808 -2.5059 -1.5615
H4 0.9441 -2.8139 -0.0552
H5 1.5015 -2.4128 -1.6939
H6 1.2123 -0.4680 0.8125
H7 2.6657 -0.9980 0.1334
H8 2.3956 0.3028 -1.8039
H9 0.7409 0.6449 -1.6939
H10 -2.9863 -1.9326 -1.1967
H11 -2.4367 -2.5756 0.3557
H12 -3.2442 -0.9698 0.2609
H13 -0.1530 4.0556 -2.0216
H14 0.9963 3.0471 -1.6303
O2 0.5914 3.5440 -2.3506
H15 -2.6500 3.0251 -2.3453
H16 -1.9324 2.4604 -1.0927
O3 -2.4332 2.2018 -1.9013
H17 1.5724 4.1138 0.7473
H18 0.5949 3.2922 1.6614
O4 0.7376 4.1444 1.2112
H19 0.8446 -1.0998 -3.9606
H20 0.2614 -2.3583 -3.2241
O5 0.9135 -2.0619 -3.8696
H21 -0.9028 3.4106 0.4588
H22 -1.5564 2.6272 1.5514
O6 -1.7724 2.9956 0.6567
H23 1.6660 1.5976 0.6402
H24 1.9741 2.3953 2.8781
O7 1.5705 1.7246 2.3146
H25 0.2353 -1.8795 2.2609
H26 0.2673 -2.8266 3.4917
O8 0.5026 -2.7699 2.5751
H27 -1.2304 -0.0033 2.6332
H28 -1.6779 -0.8844 3.7534
O9 -1.2810 -0.9830 2.8645
H29 -1.0273 1.6850 3.7828
H30 0.3671 1.6151 2.6926
O10 -0.7997 1.7428 2.8443
H31 -2.8707 1.0845 -3.1849
H32 -2.7970 -0.4014 -3.5921
O11 -3.1116 0.4666 -3.8962
H33 2.7293 -2.7233 2.7815
H34 3.8443 -1.9324 2.1513
O12 3.5971 -2.8446 2.3945
H35 -0.0109 -3.9314 1.4180
H36 -0.8162 -5.3666 1.3811
O13 -0.2252 -4.7399 0.9001
H37 2.9271 -0.6314 3.8281
H38 2.4420 0.5806 2.8092
O14 3.0760 -0.1961 2.9800
H39 -1.8313 1.0964 -4.7177
H40 -0.7201 2.0653 -4.5236
O15 -1.2410 1.6927 -5.2610

Cartesian forces (eV/Å) of the 2 atoms listed first:
C 0.182 0.267 0.727
N -1.380 0.066 0.747

These are the Mulliken partial charges, in e, on atoms 1 to 4: 1.326 -0.225 -0.430 0.009


(3)
Formula: C5H40NO15
Source: OMol25
Level of theory: ωB97M-V/def2-TZVPD

Computed properties:
* energy above the lowest of the compared OMol25 structures with the same formula, charge and spin: 3.5320 eV
* F_max: 2.19 eV/A
* total charge: +1
* orbital gap: 10.21 eV

Atoms and positions in Å:
C1 1.3909 1.6909 2.1227
O1 0.9878 0.2861 2.0708
C2 2.3669 2.0787 1.0598
C3 1.7714 2.2557 -0.3556
C4 0.7952 1.2155 -0.8833
C5 0.8269 -0.0955 -0.7968
N1 0.0023 -1.0158 -1.6089
H1 0.4271 2.2074 2.1012
H2 1.6785 1.7891 3.1647
H3 1.5114 -0.1905 2.7251
H4 2.7994 3.0486 1.3276
H5 3.1607 1.3356 0.9288
H6 1.2404 3.1968 -0.4942
H7 2.6100 2.2818 -1.0603
H8 -0.0112 1.6373 -1.4719
H9 1.6216 -0.5891 -0.2909
H10 0.4772 -1.9171 -1.5019
H11 0.0151 -0.5747 -2.5286
H12 -0.9746 -1.1316 -1.3447
H13 -1.9028 -3.1643 -0.5204
H14 -3.3527 -2.7686 -0.8137
O2 -2.4452 -2.4896 -0.9863
H15 -1.4606 -0.4531 -3.9639
H16 -0.2705 -1.2977 -4.8087
O3 -0.9494 -1.2535 -4.1173
H17 -1.0033 4.4074 0.6558
H18 -0.7119 3.4240 -0.4495
O4 -0.5875 4.3356 -0.2011
H19 1.3006 -3.7516 -0.3713
H20 1.8379 -2.8848 0.7392
O5 1.8129 -2.9460 -0.2212
H21 -4.9608 1.4111 -3.1218
H22 -3.9801 1.2177 -4.2570
O6 -4.0312 1.5093 -3.3434
H23 -3.2686 -1.8378 3.3660
H24 -4.2413 -0.9144 4.1569
O7 -3.7784 -1.0397 3.3351
H25 -5.1706 1.7865 0.3557
H26 -3.6789 1.5343 0.4271
O8 -4.3249 2.2347 0.3542
H27 3.3260 -1.1604 -4.0590
H28 3.2547 -0.6984 -2.6121
O9 2.7047 -0.8440 -3.3885
H29 5.1267 0.8558 2.2134
H30 4.6416 -0.1589 3.3795
O10 5.1900 -0.0239 2.6060
H31 -1.6734 -1.3082 1.7756
H32 -0.2528 -1.0341 2.1985
O11 -0.8364 -1.7562 1.9183
H33 -1.1706 -4.1980 1.4788
H34 -0.5574 -3.0734 0.7255
O12 -0.8453 -4.0114 0.5739
H35 -2.4802 -0.1742 -0.9082
H36 -3.0106 0.9126 -2.0085
O13 -2.2811 0.6269 -1.4071
H37 -2.2741 2.5505 4.8167
H38 -1.0099 1.6500 4.9463
O14 -1.8010 1.8013 4.4357
H39 5.8932 -1.0543 -1.5887
H40 5.1346 -2.1820 -2.1007
O15 5.3918 -1.2884 -2.3733

Cartesian forces (eV/Å) of the 2 atoms listed first:
C -1.548 -1.091 1.101
O 0.419 -0.347 -0.014

These are the Mulliken partial charges, in e, on atoms 1 to 4: -0.736 -0.556 -0.298 -1.240


(4)
Formula: C5H41N2O13
Source: OMol25
Level of theory: ωB97M-V/def2-TZVPD

Computed properties:
* energy above the lowest of the compared OMol25 structures with the same formula, charge and spin: 4.3497 eV
* F_max: 2.62 eV/A
* total charge: +1
* orbital gap: 8.62 eV

Atoms and positions in Å:
N1 -0.7871 -0.9393 -0.3298
C1 -0.5917 -0.9445 -1.8272
C2 -0.5667 -2.3872 -2.4771
C3 -1.9687 -2.9164 -2.9646
C4 0.5390 -2.4935 -3.5227
C5 -1.8131 -0.1210 -2.4459
N2 -2.0163 1.2180 -1.9844
H1 -0.5730 0.0094 0.0860
H2 -0.1083 -1.5923 0.1566
H3 -1.7238 -1.2881 -0.0615
H4 0.4019 -0.4161 -1.8675
H5 -0.3339 -3.1791 -1.6825
H6 -1.9986 -2.8169 -4.0732
H7 -2.8620 -2.4874 -2.4170
H8 -2.2436 -3.9955 -2.7586
H9 0.4152 -1.8394 -4.3497
H10 0.6529 -3.5164 -3.9073
H11 1.4607 -2.1231 -3.0663
H12 -2.7241 -0.7377 -2.2556
H13 -1.8191 -0.0009 -3.5345
H14 -2.2665 1.3706 -1.0267
H15 -1.3736 1.8998 -2.2962
H16 0.8524 -1.7252 2.2248
H17 1.9149 -0.9839 1.5519
O1 0.9887 -1.1870 1.4127
H18 1.5847 2.6929 -2.6341
H19 2.6440 1.4925 -2.8651
O2 2.3997 2.2733 -2.3755
H20 1.1711 -3.2312 4.1587
H21 0.5328 -1.9376 4.6565
O3 0.4870 -2.5996 3.9251
H22 -3.8555 0.3913 1.9979
H23 -2.4238 0.0583 2.4425
O4 -2.9559 0.3135 1.6662
H24 0.6823 -3.8956 0.5421
H25 1.2032 -5.3081 0.5748
O5 0.8331 -4.6482 -0.0162
H26 -1.5963 2.1168 0.9094
H27 -1.3354 3.1774 -0.0168
O6 -2.1135 2.8876 0.4606
H28 3.8480 4.3666 -0.7911
H29 4.3614 3.1168 -0.1871
O7 3.9982 3.9599 0.0655
H30 0.8355 1.5768 4.5408
H31 -0.6370 1.2800 4.1098
O8 0.2450 0.9255 4.1461
H32 3.8805 0.6959 1.1403
H33 4.2531 -0.6884 0.8333
O9 3.7286 -0.2030 1.4817
H34 -0.5562 4.3187 -3.6620
H35 -1.4598 4.6626 -2.3477
O10 -0.8972 4.0370 -2.8113
H36 -2.4103 -2.4040 4.3776
H37 -1.7542 -1.6783 5.3283
O11 -2.1755 -1.4785 4.4803
H38 2.4866 3.8583 1.0650
H39 1.2296 4.5172 1.2710
O12 1.6258 3.6489 1.4605
H40 0.5146 2.3890 1.8198
H41 0.2207 0.8834 2.1083
O13 -0.0507 1.6253 1.5611

Cartesian forces (eV/Å) of the 2 atoms listed first:
N -0.181 -0.988 0.323
C -0.550 0.368 -0.998

These are the Mulliken partial charges, in e, on atoms 1 to 4: 0.077 0.013 1.512 -1.410